{"formula": "C20H27N6O2SSe2Tl", "method": "wB97M-V/def2-TZVPD", "orbital_gap_ev": [6.241, 4.740], "de_lowest_ev": 1.9152, "total_energy_ev": -180415.9821, "e_lumo_ev": [-7.29, -8.73], "total_charge": 2, "symbols": ["Tl", "C", "Se", "C", "C", "Se", "C", "H", "H", "H", "H", "H", "H", "H", "H", "H", "H", "O", "N", "N", "O", "C", "C", "C", "C", "C", "C", "H", "H", "H", "H", "H", "C", "N", "C", "C", "N", "C", "S", "H", "H", "H", "H", "H", "H", "H", "H", "N", "C", "C", "C", "C", "C", "N", "C", "H", "H", "H", "H"], "xyz": [[-0.5149, -0.4135, 0.1889], [3.7847, -3.1575, 1.3061], [2.2656, -2.6054, 2.3707], [3.2660, -1.8751, 3.8390], [2.2176, -1.3287, 4.7830], [1.1527, -0.0289, 3.7802], [-0.6046, -0.6918, 4.2016], [4.4692, -2.3225, 1.1788], [3.4222, -3.5011, 0.3465], [4.2706, -3.9743, 1.8373], [3.8902, -1.0774, 3.4365], [3.9130, -2.6259, 4.2905], [2.6822, -0.8203, 5.6275], [1.5367, -2.0862, 5.1684], [-0.7176, -0.6997, 5.2839], [-0.7171, -1.6987, 3.8013], [-1.3221, -0.0098, 3.7514], [-2.0878, 1.4000, -1.0560], [-2.2418, 1.5322, -2.2371], [-1.3229, 0.7398, -2.9651], [-0.5440, -0.0478, -2.4137], [-1.4322, 0.8278, -4.3832], [-2.2353, 1.8128, -4.9686], [-2.3350, 1.8425, -6.3466], [-1.6562, 0.9092, -7.1197], [-0.8408, -0.0477, -6.5207], [-0.7201, -0.0956, -5.1474], [-2.7614, 2.5314, -4.3615], [-2.9455, 2.5982, -6.8208], [-1.7667, 0.9221, -8.1956], [-0.3014, -0.7577, -7.1321], [-0.0964, -0.8315, -4.6616], [0.3322, 4.9179, 3.3580], [-0.9741, 4.3367, 3.0958], [-2.2047, 4.8795, 3.6808], [-3.3028, 3.9734, 3.0938], [-2.5165, 2.9701, 2.3697], [-1.1986, 3.2546, 2.3606], [-0.0023, 2.3672, 1.5498], [0.1819, 5.9024, 3.7936], [0.8926, 5.0173, 2.4315], [0.9068, 4.3035, 4.0515], [-2.3238, 5.9225, 3.3924], [-2.1629, 4.8248, 4.7683], [-3.9665, 4.5135, 2.4209], [-3.9036, 3.5038, 3.8690], [-2.9119, 2.3586, 1.6766], [-0.6392, -6.9448, -1.6606], [-0.0776, -5.9599, -1.8371], [0.6172, -4.7107, -2.0270], [1.5786, -4.5500, -3.0168], [2.2000, -3.3178, -3.1388], [1.8436, -2.3025, -2.2682], [0.9294, -2.4537, -1.3022], [0.3269, -3.6338, -1.1968], [1.8284, -5.3740, -3.6718], [2.9527, -3.1476, -3.8959], [2.3066, -1.3249, -2.3431], [-0.4196, -3.7453, -0.4157]], "forces_ev_per_angstrom": [[-0.05, -0.10, 0.20], [0.02, 0.16, -0.05], [-0.15, -0.15, -0.20], [0.05, 0.11, 0.19], [-0.01, 0.17, 0.35], [0.40, -0.05, -0.23], [-0.08, -0.04, 0.01], [-0.01, -0.01, -0.01], [-0.07, -0.06, -0.14], [-0.01, 0.00, 0.01], [0.04, 0.02, 0.06], [-0.09, -0.08, 0.02], [-0.07, 0.06, 0.01], [0.09, -0.10, -0.04], [-0.03, -0.01, 0.00], [-0.03, 0.01, 0.03], [0.01, 0.00, 0.00], [-0.19, -0.04, 0.24], [0.38, -0.08, -0.05], [-0.42, 0.19, -0.84], [0.06, 0.11, 0.29], [-0.01, 0.04, 0.13], [0.08, -0.09, 0.05], [-0.01, 0.00, 0.00], [0.02, -0.05, -0.01], [-0.02, 0.02, -0.07], [-0.01, 0.05, 0.03], [-0.02, 0.01, -0.01], [-0.02, -0.02, 0.01], [0.05, 0.03, 0.00], [-0.02, -0.01, 0.00], [-0.02, -0.02, 0.00], [-0.07, -0.03, -0.01], [0.13, 0.05, 0.01], [0.02, -0.03, -0.05], [0.07, -0.02, -0.06], [-0.03, -0.13, 0.05], [-0.22, 0.03, -0.05], [0.11, -0.04, 0.04], [0.02, 0.00, 0.00], [-0.01, 0.00, -0.02], [-0.01, 0.00, 0.03], [-0.01, 0.03, 0.01], [0.02, -0.01, 0.02], [0.02, 0.02, -0.04], [-0.02, 0.01, 0.02], [0.04, 0.04, -0.01], [-0.02, -0.03, 0.01], [0.11, 0.20, -0.02], [-0.10, -0.20, 0.01], [0.04, -0.03, -0.06], [0.01, -0.03, -0.01], [-0.04, 0.03, 0.09], [0.08, -0.02, -0.06], [0.03, 0.07, 0.11], [0.00, 0.01, 0.00], [-0.01, 0.00, 0.00], [-0.01, -0.01, 0.01], [0.00, 0.01, -0.02]], "lowdin_charge": [0.851, -0.323, 1.033, -0.543, -0.524, 1.001, -0.343, 0.049, 0.015, 0.052, 0.084, 0.098, 0.089, 0.079, 0.053, 0.043, 0.023, -0.135, 0.064, -0.167, -0.125, -0.166, 0.004, -0.043, -0.034, -0.044, 0.004, 0.113, 0.121, 0.121, 0.118, 0.111, -0.036, -0.151, -0.085, -0.104, 0.028, -0.797, 0.508, 0.099, 0.081, 0.092, 0.131, 0.130, 0.125, 0.120, 0.129, 0.195, -0.163, -0.193, 0.016, -0.026, -0.136, -0.024, -0.114, 0.136, 0.120, 0.120, 0.119]}



{"formula": "C20H27N6OS", "method": "wB97M-V/def2-TZVPD", "orbital_gap_ev": 9.527, "total_energy_ev": -42994.1391, "smiles": "c1coc(C[NH+]2CCN([C@@H](c3cccs3)c3nnnn3C3CCCC3)CC2)c1", "e_lumo_ev": -2.08, "total_charge": 1, "symbols": ["C", "C", "O", "C", "C", "N", "C", "C", "N", "C", "C", "C", "C", "C", "S", "C", "N", "N", "N", "N", "C", "C", "C", "C", "C", "C", "C", "C", "H", "H", "H", "H", "H", "H", "H", "H", "H", "H", "H", "H", "H", "H", "H", "H", "H", "H", "H", "H", "H", "H", "H", "H", "H", "H", "H"], "xyz": [[4.1998, 2.0836, 1.9996], [5.1092, 1.0734, 2.0646], [5.0730, 0.3291, 0.9492], [4.1343, 0.8741, 0.1380], [3.8762, 0.2256, -1.1778], [2.6143, -0.5555, -1.1411], [2.6655, -1.7177, -0.2406], [1.2266, -2.1578, 0.0695], [0.3589, -2.0067, -1.0854], [-0.8540, -1.2285, -0.9548], [-1.7502, -1.8423, 0.0890], [-2.6580, -2.8413, -0.0848], [-3.3102, -3.2030, 1.1152], [-2.8904, -2.4775, 2.1803], [-1.6846, -1.3354, 1.7514], [-0.6444, 0.2234, -0.6394], [0.5253, 0.8130, -0.4706], [0.2842, 2.0914, -0.1932], [-0.9540, 2.3087, -0.1806], [-1.5877, 1.1696, -0.4570], [-3.0266, 1.0952, -0.5363], [-3.5528, 2.1164, -1.5610], [-3.9764, 3.3161, -0.7186], [-4.6065, 2.6561, 0.5028], [-3.6596, 1.4940, 0.8152], [1.0588, -2.0580, -2.3372], [2.1544, -0.9696, -2.4806], [3.5599, 1.9552, 0.7436], [4.0096, 2.8286, 2.7429], [5.8151, 0.7914, 2.8198], [3.7707, 0.9863, -1.9542], [4.7079, -0.4380, -1.4291], [1.8086, 0.1115, -0.7515], [3.2344, -2.5170, -0.7216], [3.1742, -1.4388, 0.6821], [0.8326, -1.5642, 0.8967], [1.2360, -3.2083, 0.3862], [-1.3727, -1.2958, -1.9216], [-2.8577, -3.3034, -1.0345], [-4.0608, -3.9689, 1.1767], [-3.2100, -2.5357, 3.2012], [-3.2714, 0.0690, -0.8188], [-2.8021, 2.3684, -2.3093], [-4.4181, 1.6922, -2.0701], [-4.6661, 3.9683, -1.2485], [-3.0990, 3.8921, -0.4243], [-4.7033, 3.3366, 1.3449], [-5.5969, 2.2764, 0.2502], [-4.1750, 0.6531, 1.2752], [-2.8757, 1.8277, 1.4957], [0.3490, -1.9721, -3.1598], [1.5218, -3.0474, -2.4085], [2.9958, -1.3657, -3.0537], [1.7696, -0.0862, -2.9937], [2.7807, 2.5765, 0.3518]], "forces_ev_per_angstrom": [[0.38, -0.39, 0.16], [-0.35, 0.68, 0.47], [0.17, -0.41, -0.38], [-0.54, 0.57, -0.12], [0.40, 0.22, 0.31], [-0.08, 0.17, 0.10], [-0.13, -0.37, 0.38], [0.00, -0.24, 0.17], [0.00, 0.33, -0.09], [-0.16, -0.53, 0.00], [-0.12, 0.16, 0.39], [0.22, 0.26, -0.02], [-0.10, -0.07, 0.15], [0.24, 0.23, 0.04], [-0.30, -0.34, -0.40], [-0.20, 0.66, -0.04], [-0.64, -0.57, -0.10], [0.91, 0.56, 0.15], [-1.05, 0.84, 0.14], [1.52, -0.99, -0.19], [-0.75, 0.09, -0.08], [0.05, 0.13, -0.04], [-0.16, -0.01, -0.03], [0.09, 0.07, -0.03], [-0.21, -0.06, 0.14], [0.18, 0.03, -0.16], [-0.29, -0.29, -0.45], [0.30, -0.54, -0.39], [0.02, 0.15, 0.21], [0.15, -0.12, 0.04], [-0.02, -0.12, 0.00], [-0.11, 0.02, -0.10], [0.55, -0.36, -0.24], [0.05, 0.10, -0.02], [0.02, 0.01, -0.09], [0.14, -0.11, -0.03], [0.09, 0.14, 0.13], [0.04, 0.03, 0.14], [-0.02, -0.08, -0.24], [-0.15, -0.14, 0.05], [-0.11, -0.08, 0.22], [0.13, 0.14, 0.06], [-0.01, -0.09, -0.08], [-0.02, -0.03, -0.02], [0.01, 0.09, -0.03], [-0.01, 0.06, -0.02], [-0.09, 0.00, 0.06], [-0.07, 0.02, 0.02], [0.07, -0.03, 0.06], [-0.01, -0.08, 0.01], [0.06, -0.04, -0.03], [0.00, 0.07, -0.13], [0.04, 0.10, 0.05], [0.08, 0.03, 0.08], [-0.18, 0.14, -0.16]], "lowdin_charge": [-0.036, -0.096, 0.042, -0.282, -0.041, -0.145, -0.079, -0.126, -0.123, -0.240, -0.481, -0.104, -0.161, -0.376, 1.067, -0.216, 0.082, 0.029, 0.104, -0.013, -0.241, -0.128, -0.189, -0.176, -0.134, -0.127, -0.091, -0.011, 0.109, 0.129, 0.148, 0.151, 0.099, 0.144, 0.137, 0.090, 0.139, 0.167, 0.121, 0.110, 0.072, 0.144, 0.116, 0.122, 0.114, 0.104, 0.114, 0.117, 0.107, 0.111, 0.132, 0.132, 0.137, 0.133, 0.094]}



{"formula": "C20H27N6RhS", "method": "wB97M-V/def2-TZVPD", "orbital_gap_ev": [6.107, 5.445], "de_lowest_ev": 0.0000, "total_energy_ev": -43940.2045, "spin_multiplicity": 5, "e_lumo_ev": [-7.20, -9.58], "total_charge": 2, "s_squared": 6.0555, "symbols": ["Rh", "C", "C", "C", "C", "C", "C", "N", "N", "C", "C", "C", "C", "C", "C", "H", "H", "H", "H", "H", "H", "H", "H", "H", "C", "S", "C", "H", "H", "H", "H", "H", "H", "C", "N", "C", "N", "C", "N", "C", "N", "C", "C", "H", "H", "H", "H", "H", "H", "H", "H", "H", "H", "H", "H"], "xyz": [[9.7339, 8.0787, 9.3191], [12.9872, 5.5745, 5.8831], [11.8921, 6.4426, 5.7931], [11.3831, 7.0302, 6.8866], [11.8919, 6.6195, 8.1541], [13.0699, 5.8251, 8.2336], [13.5745, 5.2544, 7.1149], [11.2787, 6.8620, 9.3190], [11.7140, 6.3386, 10.4509], [10.8856, 6.7457, 11.5197], [11.2806, 6.5176, 12.8232], [10.5208, 7.0211, 13.8928], [9.4066, 7.7498, 13.6196], [9.0961, 8.0169, 12.2421], [9.8715, 7.6331, 11.1971], [13.4383, 5.1731, 5.0008], [11.3772, 6.6387, 4.7984], [10.3672, 7.3783, 6.7811], [13.4383, 5.5935, 9.2161], [14.4209, 4.5733, 7.2240], [12.1761, 5.9123, 13.0195], [10.7785, 6.7996, 14.9315], [8.7546, 8.1677, 14.4161], [8.1900, 8.5439, 11.9657], [6.9312, 6.9982, 8.1826], [8.3826, 6.2978, 8.9666], [7.5676, 5.6920, 10.5279], [6.2923, 7.4041, 8.9280], [6.4070, 6.1764, 7.6465], [7.0790, 7.8242, 7.5205], [6.7017, 5.0650, 10.3030], [7.2525, 6.5673, 11.1831], [8.3368, 5.0955, 11.0768], [9.9320, 10.5310, 7.6284], [10.0335, 11.9952, 7.3292], [11.0960, 12.4678, 8.2092], [10.9191, 12.2221, 9.7032], [10.7784, 10.7999, 9.8730], [9.6505, 10.1979, 9.0478], [8.3344, 10.8747, 9.3890], [8.3957, 12.3420, 9.2749], [8.7539, 12.6017, 7.8236], [9.6234, 12.8572, 10.0661], [10.8882, 10.0355, 7.2784], [9.1244, 10.1105, 7.0097], [11.2154, 13.5563, 8.1028], [11.9713, 11.8748, 7.8799], [10.5313, 10.5158, 10.8835], [11.6981, 10.2236, 9.6061], [8.1266, 10.6084, 10.4285], [7.5438, 10.4834, 8.7357], [8.8001, 13.6818, 7.6881], [7.9751, 12.2231, 7.2445], [9.3617, 12.6934, 11.1297], [9.5889, 13.9000, 9.8897]], "forces_ev_per_angstrom": [[-0.62, 2.18, -0.19], [1.08, -0.41, -0.16], [-0.71, 0.53, -2.24], [-1.14, -0.62, 0.75], [0.36, -0.21, 1.58], [0.30, -0.64, 0.13], [0.34, -0.07, 0.06], [-0.10, 0.97, -2.93], [0.20, -0.88, 3.74], [3.34, -0.39, -3.04], [0.26, -0.81, 1.60], [0.97, -0.85, 0.14], [-1.39, 1.05, -0.94], [-1.08, 0.98, 0.35], [-0.81, -0.05, 1.40], [-0.04, -0.23, -0.51], [0.93, -0.42, 1.34], [-0.11, 0.77, 0.22], [0.20, 0.04, 0.09], [-0.25, 0.23, -0.41], [-0.47, 0.28, -0.21], [0.13, 0.08, -0.44], [0.53, -0.45, -0.73], [-0.17, 0.37, 0.48], [-0.91, -1.12, -0.68], [-1.83, -1.24, 0.64], [0.56, 0.71, 0.99], [-0.63, 0.07, 0.88], [0.30, 0.63, 0.31], [0.76, 0.26, -0.71], [0.25, 0.09, -0.31], [0.39, -1.17, -1.05], [-0.65, 0.47, -0.49], [0.59, -0.17, -2.00], [-1.35, -1.16, 2.67], [1.29, 0.17, 0.41], [-1.69, -0.11, -1.72], [0.20, -0.85, 0.18], [-0.01, 0.74, -0.36], [0.14, 0.58, 0.94], [2.81, -0.97, -1.21], [0.70, 0.75, 1.02], [-1.65, -1.66, 0.64], [-0.84, 0.53, 0.61], [0.07, 0.15, 0.16], [0.20, -0.49, -0.20], [0.07, 0.86, 0.38], [0.03, 0.29, 0.61], [-0.46, 0.71, -0.03], [-0.12, 0.02, -0.04], [0.25, 0.03, 0.07], [0.10, -0.05, -0.05], [-1.40, -0.58, -1.10], [0.50, -0.03, -0.44], [0.57, 1.06, -0.20]], "mulliken_spin": [1.490, 0.319, 0.037, 0.134, 0.204, 0.232, -0.044, 0.312, 0.659, 0.043, 0.183, -0.043, 0.169, -0.099, -0.015, 0.008, 0.000, 0.015, 0.014, 0.002, -0.005, 0.001, 0.003, 0.006, 0.026, 0.189, 0.003, 0.003, 0.009, 0.000, 0.005, 0.000, -0.002, 0.056, 0.011, 0.004, 0.014, -0.001, -0.006, 0.013, 0.022, -0.002, -0.003, 0.003, -0.005, 0.001, -0.001, -0.020, 0.036, 0.011, 0.008, 0.001, -0.001, 0.000, 0.000]}



{"formula": "C20H27NO2", "method": "wB97M-V/def2-TZVPD", "orbital_gap_ev": 8.790, "de_lowest_ev": 4.7285, "total_energy_ev": -26759.7415, "smiles": "CC1(C)C[C@@H](NCC[C@@H](c2ccccc2)c2ccco2)CCO1", "e_lumo_ev": 0.78, "total_charge": 0, "symbols": ["C", "C", "C", "C", "C", "N", "C", "C", "C", "C", "C", "C", "C", "C", "C", "C", "C", "C", "C", "O", "C", "C", "O", "H", "H", "H", "H", "H", "H", "H", "H", "H", "H", "H", "H", "H", "H", "H", "H", "H", "H", "H", "H", "H", "H", "H", "H", "H", "H", "H"], "xyz": [[3.8403, 1.6399, -0.4235], [3.3429, 2.3624, 0.7972], [4.5601, 2.9496, 1.5622], [2.4055, 1.5683, 1.6617], [1.0664, 1.2520, 0.8720], [0.2439, 0.4749, 1.6978], [0.0072, -0.9308, 1.7801], [-1.3428, -1.3697, 1.1885], [-1.3930, -1.7031, -0.4001], [-2.3935, -2.7644, -0.6419], [-1.9700, -4.1045, -0.3927], [-2.8365, -5.1849, -0.5387], [-4.1600, -4.8909, -0.9473], [-4.5960, -3.5832, -1.1697], [-3.6588, -2.5651, -1.1592], [-1.4067, -0.5333, -1.3036], [-0.7675, -0.3091, -2.5004], [-1.3031, 0.9867, -2.9993], [-1.9928, 1.5103, -1.9111], [-2.1871, 0.6045, -0.9818], [0.4079, 2.6179, 0.6707], [1.3923, 3.4326, -0.2044], [2.7054, 3.5358, 0.3161], [3.0086, 1.3558, -1.1323], [4.6215, 2.3166, -0.7920], [4.2583, 0.6833, -0.0781], [4.2766, 3.8524, 2.1935], [5.2871, 3.2488, 0.7976], [4.8101, 2.1713, 2.3311], [2.1437, 2.1825, 2.5378], [2.8958, 0.6567, 1.9612], [1.3027, 0.7324, -0.0462], [0.1830, 0.8978, 2.5946], [0.9136, -1.4942, 1.6330], [-0.2712, -1.1439, 2.8930], [-1.5305, -2.3172, 1.5896], [-2.2216, -0.7699, 1.4972], [-0.4651, -2.1686, -0.6191], [-1.0969, -4.4682, 0.0383], [-2.4754, -6.1627, -0.1799], [-4.8773, -5.7123, -1.0092], [-5.6650, -3.5099, -1.4042], [-3.8853, -1.5317, -1.2732], [0.0169, -0.8518, -3.0642], [-0.8825, 1.4499, -3.9506], [-2.3366, 2.5660, -1.9685], [0.2394, 3.1816, 1.5937], [-0.5937, 2.4359, 0.2952], [0.8854, 4.4587, -0.2293], [1.4941, 2.9450, -1.1816]], "forces_ev_per_angstrom": [[-0.23, -1.19, 0.03], [0.29, 1.46, 0.11], [-1.27, -0.25, 1.37], [-0.69, 0.18, -0.99], [1.48, 0.93, 1.84], [-1.58, -0.21, 1.01], [-1.89, 0.54, 2.51], [0.38, -0.13, -2.59], [0.06, 1.50, 1.93], [0.50, -2.47, -0.66], [-2.48, -0.07, -0.32], [-0.89, 1.21, -0.07], [0.24, -0.83, 0.59], [-0.03, -1.62, -0.68], [0.14, 0.51, 1.43], [0.20, 1.19, -1.06], [-1.19, 1.24, -0.43], [1.99, -0.36, 1.07], [0.61, 1.11, -4.57], [0.61, -1.46, 1.22], [1.21, -0.43, -0.70], [-1.57, 0.59, 0.07], [-1.16, 1.48, 0.44], [1.09, 0.69, 0.47], [-0.36, -0.68, -0.79], [0.33, 0.17, -0.35], [0.08, -1.00, -1.04], [0.34, -0.26, 0.80], [0.81, 0.60, -0.97], [0.01, -0.35, -0.08], [0.11, -0.46, 0.30], [-0.20, 0.02, -0.45], [-0.15, 0.31, 0.56], [0.06, -0.85, -0.82], [0.99, 0.47, -1.47], [-0.34, -1.64, 0.82], [0.85, 0.22, -0.22], [1.15, -0.37, -0.08], [2.16, 0.63, 0.61], [-0.54, 0.38, -0.63], [0.11, 0.29, 0.01], [0.59, 0.61, -0.06], [-0.70, 0.64, -0.52], [-0.95, -0.06, 0.80], [-1.03, -0.33, 1.66], [-0.36, -1.20, 1.14], [0.34, -0.42, 0.32], [-0.01, 0.33, -0.76], [1.43, -1.06, -0.58], [-0.55, 0.41, -0.22]], "lowdin_charge": [-0.022, -0.623, -0.011, -0.074, -0.338, -0.054, -0.201, -0.091, -0.205, -0.193, -0.037, -0.076, -0.098, -0.077, -0.026, -0.219, -0.010, -0.054, -0.192, 0.019, -0.114, -0.182, -0.121, 0.095, 0.088, 0.096, 0.106, 0.077, 0.094, 0.134, 0.117, 0.140, 0.108, 0.111, 0.144, 0.073, 0.133, 0.130, 0.089, 0.108, 0.096, 0.108, 0.108, 0.119, 0.116, 0.134, 0.121, 0.097, 0.144, 0.112]}



Q: Which formula does entry 1 have?
A: C20H27N6O2SSe2Tl